Here is C17H16HfN4O4S as an isolated structure in a non-equilibrium geometry from the OMol25 dataset. Energies are from ωB97M-V/def2-TZVPD.

Atoms and positions in Å:
Hf1 0.615 -0.013 -0.046
C1 8.779 -1.699 -0.186
C2 7.317 -1.364 -0.182
C3 6.634 -1.184 1.022
C4 5.285 -0.892 1.045
C5 4.637 -0.779 -0.194
C6 5.289 -0.945 -1.432
C7 6.629 -1.239 -1.401
S1 3.009 -0.457 -0.217
O1 2.085 -1.544 -0.705
O2 2.457 -0.177 1.166
N1 2.428 0.731 -1.113
C8 2.706 2.103 -0.741
C9 3.868 2.756 -1.017
C10 4.040 4.120 -0.677
C11 3.033 4.809 -0.073
C12 1.816 4.150 0.242
C13 0.748 4.793 0.899
C14 -0.391 4.107 1.244
C15 -0.475 2.759 0.933
N2 0.494 2.118 0.262
C16 1.663 2.800 -0.083
H1 9.196 -1.711 0.819
H2 9.340 -0.981 -0.786
H3 8.928 -2.684 -0.634
H4 7.170 -1.282 1.958
H5 4.753 -0.762 1.977
H6 4.761 -0.856 -2.374
H7 7.164 -1.383 -2.331
H8 4.661 2.224 -1.529
H9 4.972 4.613 -0.914
H10 3.148 5.856 0.180
H11 0.839 5.844 1.148
H12 -1.206 4.583 1.768
H13 -1.340 2.178 1.226
N3 -1.009 -0.970 -1.396
N4 -0.839 -2.074 -0.499
C17 -0.986 -1.858 0.906
O3 -1.077 -2.748 1.671
O4 -0.813 -0.519 1.191
H14 -1.982 -0.685 -1.465
H15 -0.688 -1.272 -2.313
H16 -1.155 -2.982 -0.819

As for the relative energy (zero: lowest compared OMol25 entry of this formula, charge and spin): 5.7 kcal per mole. For the HOMO-LUMO gap, the calculation gives 0.2882 Ha. As for the total charge: +2. The HOMO energy is -15.3 eV.

Table of Löwdin atomic charges, one value per atom, all in e: 1.8000 -0.0135 -0.2064 0.0099 -0.0019 -0.3390 -0.0243 0.0021 0.7070 -0.3501 -0.3455 -0.2149 -0.2538 0.0292 -0.0139 0.0161 -0.1254 0.0717 0.0042 -0.0610 -0.0478 -0.1457 0.0896 0.1017 0.1056 0.1340 0.1297 0.1330 0.1374 0.1296 0.1279 0.1355 0.1457 0.1330 0.1293 -0.0009 -0.0070 -0.6205 0.2109 -0.1722 0.1421 0.1404 0.1781